# 1
Molecular formula: C22H44O44S11
Method: DFT, ωB97M-V with the def2-TZVPD basis set

Calculated values
E_LUMO ... -0.706 eV
Maximum force ... 2.2 eV Å⁻¹
Highest occupied orbital energy ... -10.650 eV
Total energy ... -8555.06281 Eh

Structure (XYZ):
```
121
C22H44O44S11 ωB97M-V with the def2-TZVPD basis set
C -1.97 6.44 -1.52
C -1.49 5.48 -2.62
O -2.71 4.84 -2.97
S -3.33 4.33 -1.60
O -2.57 3.27 -1.05
O -4.73 4.24 -1.71
O -2.89 5.65 -0.77
H -2.49 7.31 -1.94
H -1.13 6.80 -0.93
H -0.78 4.81 -2.13
H -1.08 6.03 -3.45
C -3.13 1.72 2.66
C -3.03 3.26 2.69
O -2.54 3.54 4.00
S -1.36 2.49 4.24
O -1.16 2.34 5.62
O -0.32 2.75 3.31
O -2.24 1.26 3.71
H -2.79 1.36 1.69
H -4.09 1.27 2.87
H -3.97 3.75 2.47
H -2.31 3.61 1.95
C -1.32 -0.25 -6.08
C -1.06 1.18 -6.56
O -0.94 1.85 -5.30
S -2.07 1.36 -4.31
O -3.27 2.04 -4.58
O -1.55 1.39 -3.00
O -2.20 -0.10 -4.94
H -0.41 -0.77 -5.78
H -1.89 -0.87 -6.77
H -1.95 1.55 -7.07
H -0.13 1.28 -7.11
C -2.10 -1.96 4.05
C -3.14 -1.32 5.00
O -3.49 -2.37 5.91
S -2.24 -3.27 6.19
O -2.69 -4.58 6.40
O -1.34 -2.64 7.08
O -1.60 -3.14 4.72
H -1.28 -1.26 3.95
H -2.56 -2.35 3.14
H -4.04 -1.07 4.44
H -2.77 -0.44 5.53
C 5.06 4.12 -1.15
C 4.47 2.71 -0.96
O 5.07 2.22 0.24
S 6.24 3.20 0.75
O 7.41 2.44 0.98
O 5.72 4.05 1.76
O 6.39 3.97 -0.62
H 4.51 4.84 -0.53
H 5.15 4.43 -2.18
H 4.77 2.09 -1.80
H 3.39 2.85 -0.90
C -0.22 1.12 -0.05
C 0.90 0.51 -0.87
O 1.17 -0.74 -0.24
S -0.10 -1.32 0.53
O 0.14 -1.35 1.92
O -0.66 -2.44 -0.12
O -1.01 -0.04 0.22
H -0.82 1.85 -0.57
H 0.17 1.52 0.89
H 1.78 1.13 -0.98
H 0.50 0.30 -1.87
C -1.48 -4.85 -4.35
C -2.09 -4.98 -2.97
O -1.32 -4.15 -2.11
S 0.08 -3.75 -2.78
O 1.16 -4.18 -2.01
O 0.01 -2.41 -3.25
O -0.10 -4.71 -4.05
H -1.86 -4.00 -4.92
H -1.68 -5.74 -4.94
H -2.10 -6.03 -2.66
H -3.12 -4.63 -2.89
C 2.55 -3.30 3.82
C 1.92 -4.30 4.73
O 2.00 -5.49 3.87
S 1.45 -5.08 2.45
O 0.02 -5.07 2.43
O 2.13 -5.84 1.48
O 2.00 -3.57 2.51
H 3.62 -3.39 3.67
H 2.27 -2.27 4.02
H 0.87 -4.14 4.97
H 2.50 -4.61 5.59
C -2.99 -4.70 0.79
C -4.01 -5.42 1.65
O -5.24 -5.29 0.92
S -5.21 -4.10 -0.13
O -6.14 -3.11 0.26
O -5.31 -4.60 -1.46
O -3.71 -3.64 0.15
H -2.52 -5.39 0.09
H -2.19 -4.22 1.36
H -4.10 -4.95 2.63
H -3.82 -6.48 1.78
C 3.99 3.31 -5.05
C 2.67 3.49 -5.83
O 1.98 2.25 -5.67
S 2.18 1.84 -4.13
O 2.06 0.45 -3.97
O 1.44 2.78 -3.36
O 3.73 2.21 -4.15
H 4.19 4.20 -4.47
H 4.86 3.03 -5.64
H 2.79 3.65 -6.90
H 2.10 4.29 -5.37
C 3.28 1.78 3.38
C 3.36 0.51 2.54
O 3.89 -0.50 3.42
S 4.36 0.10 4.82
O 5.71 -0.25 5.01
O 3.40 -0.16 5.82
O 4.26 1.64 4.41
H 2.32 1.92 3.88
H 3.43 2.67 2.78
H 4.14 0.66 1.79
H 2.39 0.22 2.14
```

# 2
Molecular formula: C22H44O8
Method: DFT, ωB97M-V with the def2-TZVPD basis set

Calculated values
E_LUMO ... 0.288 eV
Maximum force ... 10.5 eV Å⁻¹
Highest occupied orbital energy ... -9.264 eV
Total energy ... -1466.14270 Eh

Structure (XYZ):
```
74
C22H44O8 ωB97M-V with the def2-TZVPD basis set
C 36.10 42.37 6.60
C 37.58 42.99 6.64
O 37.65 44.35 6.34
C 38.89 44.96 6.49
C 38.79 46.39 6.06
O 39.87 44.64 7.16
H 35.54 42.62 5.69
H 35.43 42.58 7.47
H 36.11 41.29 6.75
H 37.98 42.61 7.66
H 38.38 42.63 5.94
H 37.77 46.69 6.22
H 39.19 46.78 4.96
H 39.26 47.08 6.87
C 38.55 36.80 7.45
C 39.22 38.06 7.03
C 39.21 38.37 5.50
O 39.70 38.91 7.80
H 39.18 35.86 7.54
H 37.65 36.37 6.96
H 38.25 36.94 8.44
H 38.30 38.52 5.04
H 39.40 37.48 4.87
H 40.05 38.93 4.85
C 45.95 43.51 8.10
C 44.43 43.25 8.06
C 43.53 44.33 7.53
O 43.94 42.08 8.66
H 46.46 42.60 8.20
H 46.35 44.13 8.99
H 46.15 44.12 7.09
H 42.47 43.96 7.50
H 43.76 44.16 6.39
H 43.55 45.31 8.00
C 40.26 39.66 11.20
C 39.97 41.07 10.76
C 40.51 41.62 9.35
O 39.27 41.93 11.60
H 40.05 38.92 10.58
H 39.50 39.36 11.99
H 41.35 39.54 11.50
H 40.28 42.73 9.36
H 39.99 41.02 8.55
H 41.57 41.30 9.14
C 42.49 44.48 11.78
C 43.96 44.91 11.54
C 45.07 43.92 11.81
O 44.16 46.16 11.22
H 42.32 44.38 12.85
H 42.17 43.61 11.38
H 41.84 45.32 11.35
H 46.11 44.43 11.67
H 44.74 43.13 11.16
H 45.03 43.92 12.72
C 36.44 39.44 12.06
C 35.94 39.86 10.68
C 36.85 39.59 9.40
O 34.74 40.29 10.45
H 35.49 39.25 12.74
H 36.91 40.48 12.19
H 36.93 38.60 12.32
H 37.51 40.38 9.36
H 36.31 39.31 8.45
H 37.58 38.76 9.80
C 37.04 45.39 9.50
C 37.75 46.21 10.58
C 39.30 46.13 10.58
O 37.16 46.95 11.56
H 37.41 44.21 9.54
H 37.54 45.94 8.64
H 36.00 45.67 9.46
H 39.87 46.83 11.35
H 39.62 46.31 9.65
H 39.72 45.05 10.84
```

# 3
Molecular formula: C22H45AuN2P3Se2
Method: DFT, ωB97M-V with the def2-TZVPD basis set

Calculated values
Multiplicity ... 3
Total charge ... +3
E_LUMO (alpha / beta) ... -7.993 / -11.996 eV
Maximum force ... 2.0 eV Å⁻¹
Highest occupied orbital energy (alpha / beta) ... -15.274 / -15.254 eV
Total energy ... -6936.35408 Eh

Structure (XYZ):
```
75
C22H45AuN2P3Se2 ωB97M-V with the def2-TZVPD basis set
Au 1.28 0.74 0.25
P 1.38 -0.02 2.47
P -1.47 1.45 1.07
P 1.49 2.93 -0.60
H 3.91 -1.85 -4.66
C 4.84 -1.55 -4.13
C 5.01 -1.47 -2.79
H 4.24 -1.69 -2.04
C 0.55 -1.59 2.82
C 0.81 1.07 3.83
C 3.16 -0.11 2.80
C -2.65 1.73 -0.30
C -2.47 0.36 2.14
C -1.78 3.00 2.01
C 3.00 2.71 -1.60
C 1.84 4.26 0.62
C 0.16 3.68 -1.60
H 5.63 -1.49 -4.90
H 6.04 -1.34 -2.40
H 0.48 -2.17 1.88
H -0.48 -1.44 3.16
H 1.09 -2.20 3.55
H -0.25 0.97 4.07
H 1.00 2.13 3.60
H 1.37 0.84 4.75
H 3.60 -0.91 2.19
H 3.44 -0.27 3.86
H 3.60 0.85 2.50
H -3.61 2.04 0.15
H -2.76 0.79 -0.85
H -2.27 2.51 -0.97
H -3.46 0.84 2.22
H -2.00 0.24 3.13
H -2.53 -0.60 1.64
H -2.86 3.06 2.19
H -1.46 3.88 1.47
H -1.26 2.97 2.97
H 3.32 3.64 -2.11
H 2.77 1.92 -2.33
H 3.78 2.34 -0.92
H 2.23 5.14 0.10
H 2.58 3.93 1.36
H 0.92 4.54 1.15
H 0.50 4.64 -2.04
H -0.71 3.88 -0.95
H -0.13 2.99 -2.41
C -0.32 -0.41 -3.61
C 0.89 -0.97 -3.20
C 2.09 -0.40 -3.58
C 2.13 0.77 -4.34
C 0.93 1.37 -4.70
C -0.29 0.79 -4.33
Se -1.91 -1.34 -3.12
H -1.17 -2.59 -2.81
H 0.90 -1.83 -2.56
H 2.99 -0.90 -3.28
H 3.10 1.17 -4.63
H 0.98 2.30 -5.26
H -1.26 1.21 -4.56
C -1.63 -4.61 3.11
N -2.66 -3.90 2.36
C -3.97 -3.70 2.79
C -4.66 -3.18 1.73
N -3.76 -3.08 0.68
C -4.10 -2.67 -0.67
C -2.50 -3.38 1.11
Se -0.94 -3.11 0.26
H -0.91 -5.00 2.38
H -2.11 -5.44 3.66
H -1.13 -3.95 3.83
H -4.29 -3.95 3.77
H -5.70 -2.90 1.66
H -3.43 -3.17 -1.37
H -5.15 -2.95 -0.86
H -3.97 -1.58 -0.79
```